# 1
Formula: C8H8ClN
Source: the Open Molecules 2025 dataset
Level of theory: ωB97M-V/def2-TZVPD

Values from the calculation:
- calculated total energy (Ha) = -824.4727
- relative energy (zero: lowest compared OMol25 entry of this formula, charge and spin) (kJ/mol) = 104.56
- SMILES string = C/C(C#N)=C/C=C\C=C\Cl

Atoms and positions in Å:
C (1.999601, -1.680816, 0.890467)
C (1.150952, -0.664091, 0.152399)
C (0.335170, -1.066039, -0.975329)
N (-0.268344, -1.536205, -1.848094)
C (1.068582, 0.621487, 0.471417)
C (0.348028, 1.650479, -0.337695)
C (-0.762679, 1.495571, -1.010371)
C (-1.901017, 0.642776, -0.723638)
C (-2.369347, 0.300461, 0.464783)
Cl (-3.797808, -0.651148, 0.636812)
H (2.539480, -1.275168, 1.624902)
H (2.685230, -2.224730, 0.095843)
H (1.528289, -2.404530, 1.561369)
H (1.572010, 0.921132, 1.394807)
H (1.027952, 2.406355, -0.534839)
H (-0.879363, 2.404411, -1.591908)
H (-2.249528, 0.278275, -1.733576)
H (-2.027205, 0.781786, 1.462656)

Atomic forces in eV per Å
C -0.79 -2.53 -3.79
C -0.58 -0.52 0.03
C 0.23 -1.66 -0.76
N 0.63 0.62 0.85
C -0.64 0.64 0.84
C 1.94 -2.97 1.61
C -0.76 2.31 1.07
C 0.17 -0.72 -2.32
C 0.08 1.47 1.53
Cl 0.05 -0.21 0.06
H 2.80 2.52 2.20
H -1.32 0.91 1.87
H -0.96 -0.47 -1.03
H 0.12 0.24 -0.42
H 0.79 1.92 -0.60
H -0.89 -0.40 -0.79
H -0.51 -0.13 1.63
H -0.38 -1.04 -1.98

---

# 2
Formula: C3H10N2O2
Source: the Open Molecules 2025 dataset
Level of theory: ωB97M-V/def2-TZVPD

Values from the calculation:
- calculated total energy (Ha) = -380.0998
- relative energy (zero: lowest compared OMol25 entry of this formula, charge and spin) (kJ/mol) = 621.99

Atoms and positions in Å:
C (-0.742054, 0.052186, 1.008510)
C (-0.275468, 0.589174, -1.411667)
C (0.014623, -0.871310, 0.301418)
N (0.337839, -1.762540, 2.074372)
N (0.742114, 1.537526, -1.035308)
O (-0.336577, 1.249517, 1.355772)
O (0.109278, -0.107409, -2.584312)
H (-0.400986, -0.922791, -2.634529)
H (0.321186, 1.557436, 0.645084)
H (-1.765638, -0.178684, 1.283355)
H (-1.235697, 1.099824, -1.521446)
H (0.730673, -1.117177, 2.758840)
H (-0.488065, -2.179758, 2.504397)
H (0.723372, 2.404290, -1.569656)
H (1.661453, 1.123586, -1.163862)
H (1.065810, -0.735239, 0.111657)
H (-0.461863, -1.738631, -0.122625)

Atomic forces in eV per Å
C 0.03 0.05 -0.17
C 0.12 0.04 -0.09
C -0.06 0.02 0.31
N 0.08 -0.05 -0.16
N 0.03 -0.08 -0.06
O 0.11 -0.01 -0.13
O -0.08 0.06 0.24
H 0.03 0.06 -0.01
H -0.13 -0.13 0.14
H 0.02 -0.01 0.00
H 0.03 -0.03 0.00
H -0.08 0.02 -0.05
H 0.01 0.09 -0.04
H -0.05 -0.12 0.04
H -0.06 0.01 -0.01
H 0.02 0.08 -0.03
H -0.02 0.00 0.03

---

# 3
Formula: C4H5N3
Source: the Open Molecules 2025 dataset
Level of theory: ωB97M-V/def2-TZVPD

Values from the calculation:
- calculated total energy (Ha) = -319.5557
- relative energy (zero: lowest compared OMol25 entry of this formula, charge and spin) (kJ/mol) = 410.84
- SMILES string = C1=C=NC=NC=1.N

Atoms and positions in Å:
C (0.106501, 0.673555, 0.162868)
C (1.294220, 1.133408, 0.263660)
N (2.537418, 0.953165, 0.267339)
C (2.666515, -0.403760, 0.058905)
N (1.641653, -1.217263, -0.097368)
C (0.395321, -0.707390, -0.050498)
H (3.679169, -0.789996, 0.027801)
H (-0.412866, -1.424880, -0.188506)
N (-3.176663, 0.653966, -0.082926)
H (-3.062209, 0.346832, -1.044391)
H (-3.415120, -0.171620, 0.458236)
H (-2.253939, 0.953987, 0.224884)

Atomic forces in eV per Å
C 0.48 0.19 0.05
C 0.07 -0.30 -0.04
N -0.43 0.09 0.01
C 0.00 -0.22 -0.04
N 0.03 0.30 0.05
C -0.03 -0.21 -0.04
H -0.14 0.05 0.00
H 0.11 0.12 0.03
N 0.10 -0.11 -0.03
H -0.06 0.04 0.07
H -0.01 0.09 -0.03
H -0.13 -0.05 -0.03